No. 1
The following is a DFT calculation (ωB97M-V/def2-TZVPD) of C58H60EuO7Sb2 as an isolated structure at a distorted geometry.

Last column: Mulliken charge in e.
Element x y z (Å)
Eu: -21.195 -8.107 -7.819  0.7102
C: -20.909 -2.887 -7.170  1.3200
C: -21.477 -3.236 -5.786  0.2826
C: -22.773 -4.099 -5.713  -1.0063
Sb: -23.471 -5.081 -3.887  0.6566
C: -22.829 -3.882 -2.183  0.0197
C: -21.714 -3.025 -2.080  0.2895
C: -21.364 -2.486 -0.846  -0.7053
C: -22.074 -2.784 0.301  -0.5018
C: -23.155 -3.642 0.221  -0.6218
C: -23.536 -4.158 -1.000  -0.5767
C: -21.799 -6.535 -3.829  0.0252
C: -22.044 -7.737 -4.463  -0.4714
C: -21.127 -8.795 -4.450  -1.0671
C: -19.853 -8.599 -3.852  -0.5702
C: -19.592 -7.375 -3.311  -0.5834
C: -20.565 -6.383 -3.207  0.2944
Sb: -19.220 -5.434 -6.597  0.5721
C: -18.070 -4.102 -5.330  0.4917
C: -18.540 -3.660 -4.132  0.6080
C: -17.802 -2.838 -3.310  -0.3059
C: -16.520 -2.425 -3.706  -0.7839
C: -16.041 -2.822 -4.956  -0.8915
C: -16.828 -3.560 -5.815  -0.3835
C: -17.473 -5.883 -7.809  0.7762
C: -16.957 -5.070 -8.816  0.5199
C: -15.989 -5.515 -9.720  -0.9892
C: -15.505 -6.818 -9.618  -0.8925
C: -15.946 -7.638 -8.560  -0.4061
C: -16.899 -7.147 -7.669  -1.5790
H: -20.445 -0.783 -6.688  0.6519
H: -21.769 -2.460 -7.721  0.3829
H: -21.651 -2.336 -5.257  1.1933
H: -20.698 -3.779 -5.289  -1.5789
H: -22.722 -4.958 -6.447  -0.5722
H: -23.633 -3.496 -5.998  0.5730
H: -21.218 -2.649 -2.966  0.3540
H: -20.487 -1.860 -0.708  0.3514
H: -21.811 -2.274 1.215  0.3965
H: -23.715 -3.949 1.093  0.3904
H: -24.363 -4.844 -1.072  0.3654
H: -23.013 -7.940 -4.930  0.5252
H: -21.424 -9.773 -4.799  0.6773
H: -19.146 -9.398 -3.776  0.5222
H: -18.626 -7.200 -2.821  0.4023
H: -20.266 -5.424 -2.717  0.2592
H: -19.529 -3.983 -3.811  -0.6590
H: -18.263 -2.444 -2.367  0.3302
H: -15.893 -1.861 -3.049  0.4294
H: -15.038 -2.581 -5.295  0.4536
H: -16.428 -3.794 -6.766  0.4171
H: -17.418 -4.074 -8.919  0.3497
H: -15.621 -4.812 -10.483  0.4283
H: -14.739 -7.224 -10.272  0.4359
H: -15.536 -8.604 -8.393  0.5564
H: -17.150 -7.778 -6.811  0.7235
C: -24.260 -3.186 -10.858  -2.0378
C: -23.777 -4.500 -11.494  1.1185
C: -24.129 -4.682 -12.927  -1.1187
O: -22.378 -4.574 -11.390  -0.2407
C: -22.093 -5.344 -10.247  1.5160
C: -23.257 -6.371 -10.164  0.9050
O: -24.317 -5.596 -10.708  -0.5969
C: -23.262 -7.843 -10.705  2.4260
O: -21.963 -8.451 -10.244  -0.9906
C: -23.526 -7.949 -12.210  -0.5491
C: -24.830 -8.096 -12.709  -0.0364
C: -25.104 -8.096 -14.076  -1.1011
C: -24.015 -7.994 -14.946  -0.7859
C: -22.749 -7.816 -14.465  -0.7128
C: -22.474 -7.874 -13.107  0.0917
C: -24.319 -8.694 -9.925  -1.2105
C: -25.520 -8.149 -9.579  0.8984
C: -26.528 -8.904 -9.004  -0.6532
C: -26.280 -10.203 -8.637  -0.9045
C: -25.030 -10.761 -8.907  -0.9607
C: -24.068 -10.026 -9.596  -0.7110
C: -20.582 -5.530 -9.937  0.5785
O: -20.518 -6.511 -8.974  1.2074
C: -19.801 -5.935 -11.208  0.3372
C: -19.919 -5.366 -12.441  0.4938
C: -19.356 -5.930 -13.598  -1.5308
C: -18.702 -7.148 -13.506  -0.6835
C: -18.485 -7.722 -12.262  -1.0094
C: -19.012 -7.093 -11.147  0.1456
C: -20.125 -4.247 -9.339  1.0803
C: -20.460 -4.133 -7.892  0.4239
C: -19.889 -1.718 -6.999  -0.9875
C: -19.110 -1.327 -8.200  -1.1588
C: -19.012 -1.952 -9.398  -0.5693
C: -19.442 -3.267 -9.934  0.0030
H: -23.820 -2.390 -11.402  0.5237
H: -23.968 -3.169 -9.792  0.1704
H: -25.330 -3.141 -10.947  0.4371
H: -23.778 -3.865 -13.568  0.4260
H: -25.229 -4.741 -13.069  0.3238
H: -23.720 -5.625 -13.232  0.1525
H: -22.453 -4.637 -9.492  -0.8019
H: -23.432 -6.474 -9.079  -0.1029
H: -25.610 -8.168 -11.994  0.5820
H: -26.064 -8.327 -14.497  0.4973
H: -24.261 -7.971 -15.988  0.4023
H: -21.973 -7.659 -15.178  0.4832
H: -21.450 -7.865 -12.748  0.2654
H: -25.641 -7.046 -9.731  0.0259
H: -27.494 -8.408 -8.845  0.4376
H: -27.070 -10.820 -8.231  0.4448
H: -24.794 -11.787 -8.699  0.5073
H: -23.133 -10.470 -9.912  0.6564
H: -20.422 -4.399 -12.465  0.4578
H: -19.420 -5.460 -14.586  0.4273
H: -18.372 -7.699 -14.425  0.3534
H: -17.945 -8.625 -12.143  0.5768
H: -18.812 -7.592 -10.182  -0.1619
H: -21.338 -4.788 -7.684  -2.2334
H: -19.241 -1.857 -6.161  0.2223
H: -18.686 -0.296 -8.116  0.2710
H: -18.408 -1.442 -10.107  0.4352
H: -19.265 -3.369 -10.986  0.3655
O: -25.342 -5.019 -8.154  -0.4756
H: -26.128 -4.521 -7.919  0.2819
H: -25.277 -4.989 -9.095  0.2988
O: -19.061 -9.499 -7.682  -0.6028
H: -18.301 -9.083 -8.144  0.2026
H: -18.739 -10.292 -7.255  0.2756
O: -23.247 -7.947 -7.388  -0.4995
H: -24.231 -8.061 -7.478  0.1146
H: -21.248 -7.944 -10.653  -0.0066

Calculated values
Relative energy (zero: lowest compared OMol25 entry of this formula, charge and spin) ... 144.61 kcal/mol
2S+1 ... 7
⟨S²⟩ ... 12.0726
HOMO level (spin up / spin down) ... -7.04 / -10.57 eV
Total charge ... +1
HOMO-LUMO gap (spin up / spin down) ... 4.00 / 6.29 eV
Calculated total energy ... -107843.8350 eV

No. 2
The following is a DFT calculation (ωB97M-V/def2-TZVPD) of a 8-piece molecular cluster, C34H92N8O9 overall at a distorted geometry.

Last column: Mulliken charge in e.
Element x y z (Å)
C: 6.118 6.360 -5.641  -0.6897
O: 5.804 6.380 -4.263  -0.3511
C: 5.235 5.171 -3.709  -0.7312
C: 6.172 4.142 -2.969  0.6738
C: 7.525 3.736 -3.632  -1.6379
N: 5.474 2.948 -2.563  -0.5679
H: 6.818 5.602 -5.992  0.2795
H: 6.513 7.370 -5.749  0.2624
H: 5.278 6.359 -6.336  0.3116
H: 4.460 5.559 -3.047  0.2286
H: 4.718 4.710 -4.551  0.3808
H: 6.458 4.565 -2.006  0.1451
H: 7.343 3.237 -4.584  0.3982
H: 8.146 3.051 -3.055  0.4137
H: 8.163 4.589 -3.865  0.3606
H: 6.066 2.407 -1.950  0.2799
H: 5.423 2.281 -3.320  0.2546
C: 1.530 5.580 1.116  -0.7867
O: 2.051 4.443 1.789  -0.2416
C: 3.463 4.342 1.490  -0.5385
C: 3.975 2.941 2.185  0.2535
C: 5.516 2.996 2.400  -1.4129
N: 3.462 1.848 1.441  -0.5328
H: 1.797 6.509 1.621  0.3340
H: 0.448 5.598 1.239  0.2603
H: 1.917 5.666 0.100  0.3058
H: 3.562 4.324 0.405  0.2219
H: 4.011 5.194 1.892  0.3892
H: 3.561 2.932 3.193  0.2776
H: 6.020 3.191 1.453  0.2207
H: 6.089 2.150 2.780  0.3601
H: 5.793 3.877 2.978  0.3853
H: 2.453 1.786 1.445  0.2936
H: 3.821 2.065 0.523  0.2085
C: 4.134 -3.939 -4.705  -0.7327
O: 4.479 -4.103 -6.114  -0.3987
C: 3.272 -4.198 -6.897  -0.7143
C: 3.152 -2.678 -7.285  0.4972
C: 1.825 -2.611 -8.142  -1.4894
N: 4.247 -2.147 -8.098  -0.7614
H: 5.024 -3.966 -4.076  0.2832
H: 3.609 -4.854 -4.432  0.3281
H: 3.370 -3.204 -4.451  0.2768
H: 3.483 -4.813 -7.772  0.3508
H: 2.468 -4.757 -6.418  0.3557
H: 3.090 -2.075 -6.379  0.3136
H: 0.918 -2.677 -7.541  0.3505
H: 1.777 -3.468 -8.815  0.3292
H: 1.731 -1.727 -8.773  0.4070
H: 4.393 -2.730 -8.910  0.2714
H: 4.986 -2.401 -7.459  0.3352
C: 1.603 -3.583 0.521  -0.7312
O: 2.933 -3.877 0.139  -0.3383
C: 3.850 -3.638 1.307  -0.9741
C: 5.307 -3.443 0.938  0.4821
C: 6.177 -3.527 2.199  -1.2243
N: 5.467 -2.135 0.468  -0.7651
H: 0.860 -3.827 -0.237  0.2376
H: 1.521 -2.509 0.686  0.3016
H: 1.462 -4.145 1.445  0.3417
H: 3.427 -2.817 1.886  0.4405
H: 3.709 -4.489 1.973  0.3789
H: 5.490 -4.155 0.134  0.3879
H: 5.705 -4.180 2.933  0.3244
H: 6.260 -2.584 2.737  0.3306
H: 7.197 -3.816 1.946  0.3087
H: 4.721 -1.945 -0.187  0.3012
H: 5.036 -1.578 1.192  0.1907
C: -2.683 -8.073 -1.553  -0.7853
O: -3.936 -7.496 -2.057  -0.3294
C: -4.068 -6.116 -1.841  -0.7530
C: -5.465 -5.645 -2.388  0.5063
C: -5.550 -5.762 -3.937  -1.5579
N: -5.753 -4.292 -2.195  -0.6961
H: -2.471 -7.823 -0.513  0.3069
H: -1.894 -7.613 -2.149  0.3114
H: -2.379 -9.112 -1.676  0.3030
H: -3.968 -5.786 -0.807  0.4230
H: -3.325 -5.577 -2.428  0.2466
H: -6.240 -6.100 -1.772  0.2942
H: -6.587 -5.629 -4.245  0.4337
H: -5.347 -6.791 -4.232  0.3734
H: -4.821 -5.314 -4.613  0.4072
H: -6.652 -4.058 -2.590  0.2596
H: -5.398 -3.851 -3.031  0.2660
C: -1.256 6.700 9.159  -0.7310
O: -1.486 5.586 8.304  -0.3926
C: -0.572 5.498 7.187  -0.7319
C: -0.974 6.442 6.145  0.5941
C: -2.327 6.030 5.633  -1.3726
N: -0.061 6.670 5.011  -0.6473
H: -1.725 7.596 8.751  0.2865
H: -0.200 6.904 9.336  0.3211
H: -1.623 6.541 10.173  0.2686
H: 0.417 5.765 7.561  0.3496
H: -0.456 4.515 6.729  0.3994
H: -1.160 7.386 6.657  0.0984
H: -2.292 5.067 5.122  0.3187
H: -2.714 6.643 4.820  0.4033
H: -2.969 6.034 6.513  0.3368
H: -0.525 7.366 4.445  0.2779
H: 0.107 5.857 4.436  0.2228
C: -9.135 -4.784 3.503  -0.7574
O: -9.160 -3.790 4.469  -0.2997
C: -8.463 -2.645 4.176  -0.5656
C: -8.350 -1.816 5.471  0.5129
C: -9.708 -1.703 6.250  -1.3778
N: -7.860 -0.464 5.211  -0.6849
H: -10.117 -4.759 3.031  0.2692
H: -9.196 -5.737 4.027  0.2310
H: -8.287 -4.715 2.823  0.3215
H: -7.487 -2.879 3.751  0.4007
H: -9.176 -2.146 3.519  0.2963
H: -7.672 -2.304 6.171  0.2001
H: -9.612 -1.126 7.170  0.3583
H: -10.192 -2.666 6.410  0.3085
H: -10.395 -1.119 5.636  0.3398
H: -7.184 -0.541 4.465  0.1926
H: -7.415 -0.059 6.022  0.2556
C: -1.061 -0.456 -3.647  -0.7869
O: -0.114 -0.436 -2.582  -0.2998
C: 0.213 0.789 -2.004  -0.4596
C: -0.985 1.604 -1.428  -1.0092
N: -1.745 0.921 -0.376  -0.0429
C: -2.763 1.737 0.187  -0.5423
C: -3.409 0.884 1.385  -0.6881
O: -4.110 -0.292 0.916  -0.3717
C: -3.337 -1.515 0.761  -0.4926
H: -0.719 -0.058 -4.603  0.3147
H: -1.913 0.170 -3.385  0.3223
H: -1.426 -1.455 -3.887  0.2449
H: 0.543 1.502 -2.759  0.3629
H: 1.051 0.807 -1.308  0.3275
H: -1.650 2.069 -2.155  0.3844
H: -0.458 2.473 -1.033  0.4311
H: -2.090 0.076 -0.810  0.0997
H: -3.512 1.847 -0.597  0.3269
H: -2.382 2.684 0.569  0.3816
H: -4.045 1.525 1.994  0.4253
H: -2.604 0.701 2.097  0.3574
H: -4.226 -2.140 0.675  0.2179
H: -2.541 -1.664 1.491  0.3159
H: -2.822 -1.402 -0.192  0.1644

Calculated values
Structure (SMILES) ... COC[C@H](C)N.COC[C@H](C)N.COC[C@H](C)N.COC[C@H](C)N.COC[C@H](C)N.COC[C@H](C)N.COC[C@H](C)N.COCCNCCOC
Relative energy (zero: lowest compared OMol25 entry of this formula, charge and spin) ... 168.95 kcal/mol
HOMO level ... -8.79 eV
HOMO-LUMO gap ... 9.10 eV
Calculated total energy ... -67086.4091 eV